1.
Density functional theory data (ωB97M-V/def2-TZVPD) for C12H12BBaFN4O4 as an isolated structure at a distorted geometry.

Structure (ORCA input):
```
! wB97M-V def2-TZVPD RIJCOSX def2/J DEFGRID3
* xyz 2 1
Ba -2.231 0.736 0.447
F -0.640 2.569 -2.709
O 3.105 3.637 0.486
O 1.135 -0.134 4.411
O 1.254 -0.644 2.316
O -1.040 -4.957 -0.839
N 0.451 -0.371 3.539
N 0.778 1.244 0.360
N -1.092 0.517 -1.955
N 1.106 3.299 -0.715
C -0.119 -2.241 1.248
C 0.164 -0.013 0.270
C 0.420 4.358 0.065
C 0.434 -1.003 1.314
C -1.298 -1.724 -0.873
C -2.953 -4.460 0.761
C -0.986 -2.607 0.132
C 0.500 2.073 -0.666
C 2.554 3.239 -0.499
C 3.360 2.574 -1.613
C -0.731 -0.357 -0.881
C -0.445 1.689 -1.786
B -1.624 -4.072 -0.018
H 2.712 2.253 -2.435
H -0.437 3.901 0.583
H -0.019 5.109 -0.593
H 3.767 1.654 -1.184
H -3.452 -5.244 0.181
H -3.652 -3.618 0.789
H 0.107 -2.959 2.027
H 4.161 3.219 -1.963
H -1.936 -2.000 -1.707
H 1.042 4.805 0.839
H -2.711 -4.842 1.756
H -1.685 -5.630 -1.088
*
```

The orbital gap is 7.169 eV.

Here are the Mulliken charges for atoms 1 to 2, given in e: 1.703 -0.176



2.
Density functional theory data (ωB97M-V/def2-TZVPD) for the molecule C4H7N at a distorted geometry.

Structure (ORCA input):
```
! wB97M-V def2-TZVPD RIJCOSX def2/J DEFGRID3
* xyz 0 1
N -0.601 0.945 -0.223
C 1.515 -0.264 0.070
C -1.239 1.032 -1.297
C 0.079 -0.090 0.480
C -0.647 -0.895 1.253
H -1.692 -0.656 1.363
H -0.780 0.933 -2.293
H -0.042 -1.491 1.915
H -2.304 1.285 -1.227
H 1.667 -0.670 -0.929
H 2.121 -0.880 0.738
H 1.922 0.749 0.148
*
```

The orbital gap is 8.605 eV. Its SMILES is C=NC(=C)C. The energy above the lowest of the compared OMol25 structures with the same formula, charge and spin is 2.917 eV.

Here are the natural (NBO) charges for atoms 1 to 2, given in e: -0.497 -0.660



3.
Density functional theory data (ωB97M-V/def2-TZVPD) for C30H75F6K3N3O32P5S6 as an isolated structure at a distorted geometry.

Structure (ORCA input):
```
! wB97M-V def2-TZVPD RIJCOSX def2/J DEFGRID3
* xyz 0 1
K -3.387 0.677 0.710
K -0.751 -5.408 -2.673
K -2.721 -2.960 0.961
S 1.538 -5.869 -5.974
S 0.272 -0.471 0.031
S 0.657 -3.677 -5.414
S -4.320 -4.453 -4.038
S -1.173 -1.407 -1.645
S -4.310 -5.644 -1.890
P 1.857 -4.877 4.834
P 2.688 -6.947 -0.809
P -2.311 4.543 2.742
P -3.886 3.500 -2.060
P 1.619 7.395 0.272
F -0.676 -3.284 -4.658
F -3.845 -7.053 -1.323
F -3.240 -4.170 -5.195
F -2.761 -1.441 -1.941
F 1.398 -7.444 -5.578
F 0.023 -0.138 1.581
O -0.797 -2.785 -1.899
O -2.406 4.112 -2.128
O -0.859 -0.393 -2.615
O 2.898 -6.081 4.691
O -3.930 -4.770 -0.785
O -4.156 2.976 -3.559
O 1.738 6.005 -0.528
O 1.859 7.277 1.722
O 2.665 -3.848 5.777
O 2.252 -7.646 0.589
O 1.383 -5.924 -7.412
O 0.693 0.813 -0.443
O -5.729 -5.926 -2.044
O 3.753 -5.854 -0.345
O 1.718 -3.145 -4.595
O 0.160 7.967 -0.153
O 3.611 -8.060 -1.484
O 2.893 -5.660 -5.477
O 0.537 -5.323 5.314
O 0.436 -3.167 -6.725
O -0.742 4.727 3.044
O -2.699 3.223 2.239
O -4.847 4.788 -1.908
O -4.448 -3.183 -3.378
O -2.658 5.833 1.866
O -4.055 2.502 -1.003
O 1.597 -6.495 -1.700
O 1.889 -4.195 3.413
O -5.408 -4.960 -4.811
O 2.598 8.362 -0.539
O 1.248 -1.540 0.088
O -3.019 4.836 4.150
N -1.393 -0.924 -0.214
N 0.343 -5.357 -5.139
N -3.417 -5.515 -3.360
C 1.963 -1.766 3.459
C 0.905 -9.623 0.032
C -2.116 7.114 2.265
C 3.018 5.466 -0.859
C -0.177 8.063 -1.534
C -4.838 5.550 -0.706
C -3.140 3.823 5.149
C 3.316 -4.559 0.057
C 1.128 -2.997 3.158
C -1.327 3.218 -1.782
C 4.373 -9.348 -3.326
C 2.740 -8.406 4.235
C 3.142 -8.848 -2.596
C -2.937 8.260 1.751
C 3.262 -4.303 7.001
C 2.729 -7.006 3.591
C -0.517 2.966 -3.068
C 4.742 -4.639 6.824
C -5.491 2.618 -3.894
C -5.786 6.732 -0.767
C 3.071 10.622 -1.104
C -1.804 3.442 5.776
C 2.900 9.657 0.057
C 3.772 -3.509 -0.922
C 2.835 4.072 -1.446
C -5.608 2.509 -5.420
C -0.945 6.845 -2.019
C 0.246 4.422 2.077
C 0.465 2.921 1.927
C 0.946 -8.262 0.682
H 0.861 -9.486 -1.046
H 3.140 11.625 -0.672
H 1.163 4.949 2.325
H 3.974 10.486 -1.697
H -0.771 8.974 -1.642
H 0.141 -7.605 0.354
H -5.699 7.279 0.170
H 0.394 2.432 2.906
H 3.470 -6.848 2.807
H 2.184 3.389 -0.896
H 5.032 -9.919 -2.670
H 3.158 -3.455 7.673
H -4.870 1.775 -5.745
H -1.133 3.099 4.989
H -3.889 4.114 5.880
H 2.156 10.059 0.742
H 1.687 -8.657 4.382
H 4.974 -5.195 5.917
H 4.817 -3.541 -1.230
H -0.950 6.876 -3.110
H 3.191 -8.314 5.219
H 5.086 -5.234 7.670
H -6.842 6.448 -0.815
H -1.070 7.146 1.955
H 0.058 -10.157 0.472
H 3.724 5.474 -0.025
H 0.655 8.230 -2.225
H 0.702 -2.984 2.155
H 4.900 -8.503 -3.768
H -4.007 8.115 1.888
H 3.185 -9.207 3.649
H -0.353 3.944 -3.518
H -1.949 6.819 -1.599
H 0.764 -8.430 1.746
H 2.220 -4.557 0.105
H 2.379 4.130 -2.436
H 1.782 -6.776 3.100
H -3.826 5.965 -0.683
H -1.084 2.315 -3.733
H 3.647 -4.397 1.087
H 3.142 -3.682 -1.800
H 2.697 -1.658 2.661
H 2.804 -5.207 7.403
H 3.625 -2.470 -0.625
H -6.610 2.159 -5.659
H 2.223 10.660 -1.787
H -5.353 3.466 -5.871
H -2.075 7.106 3.358
H 3.482 6.105 -1.615
H -2.752 8.444 0.690
H 2.657 -9.773 -2.284
H -3.513 2.924 4.648
H 1.352 2.673 1.351
H -6.263 3.306 -3.541
H -1.878 2.644 6.515
H 1.705 -10.262 0.410
H 0.442 2.488 -2.878
H -1.380 4.322 6.260
H 2.365 -1.823 4.466
H -0.433 5.912 -1.784
H -0.675 3.799 -1.120
H -0.391 2.410 1.477
H -5.713 1.633 -3.472
H 5.342 -3.730 6.756
H -5.036 5.011 0.221
H -2.647 9.171 2.274
H -1.546 2.347 -1.172
H 2.622 -8.216 -3.312
H 4.091 -10.055 -4.108
H 0.252 -2.939 3.815
H -0.072 4.733 1.073
H 3.795 3.565 -1.539
H 3.854 9.493 0.554
H 1.304 -0.901 3.399
H -5.659 7.389 -1.627
*
```

The orbital gap is 6.661 eV.

Here are the Mulliken charges for atoms 1 to 2, given in e: 1.118 1.023



Question: The highest orbital gap belongs to which entry?
Answer: C4H7N



Question: What is the formula in the second record?
Answer: C4H7N



Question: Number 3 is which compound?
Answer: C30H75F6K3N3O32P5S6



Question: The highest orbital gap belongs to which entry?
Answer: C4H7N